{"formula": "C30H68BrNO3P", "method": "ωB97M-V/def2-TZVPD", "charge": 1, "energy_ev": -119171.8311, "symbols": ["Br", "P", "O", "O", "O", "N", "C", "C", "C", "C", "C", "C", "C", "C", "C", "C", "C", "C", "C", "C", "C", "C", "C", "C", "C", "C", "C", "C", "C", "C", "C", "C", "C", "C", "C", "C", "H", "H", "H", "H", "H", "H", "H", "H", "H", "H", "H", "H", "H", "H", "H", "H", "H", "H", "H", "H", "H", "H", "H", "H", "H", "H", "H", "H", "H", "H", "H", "H", "H", "H", "H", "H", "H", "H", "H", "H", "H", "H", "H", "H", "H", "H", "H", "H", "H", "H", "H", "H", "H", "H", "H", "H", "H", "H", "H", "H", "H", "H", "H", "H", "H", "H", "H", "H"], "positions_angstrom": [[0.61, 2.45, -8.07], [0.34, 1.33, -2.99], [-0.93, 0.30, -2.91], [-0.01, 2.67, -2.12], [-1.82, 3.40, -7.27], [2.69, 2.30, -5.75], [5.44, -6.47, 2.35], [-0.86, -2.69, 1.46], [5.76, -9.24, 4.86], [0.17, -2.88, 2.58], [1.06, 0.54, -5.45], [-5.76, 3.55, -1.56], [-0.26, -2.52, 0.06], [-1.98, 3.35, 4.48], [-1.77, 4.86, 4.51], [0.06, 0.01, 0.20], [-4.85, 2.57, -4.39], [0.51, 1.85, -4.83], [4.91, -7.98, 5.02], [-5.43, 5.04, -1.62], [-0.49, 2.94, 2.42], [3.88, -7.80, 3.91], [1.68, 2.80, -4.76], [-0.81, 2.40, -5.37], [4.46, -7.64, 2.50], [-0.88, 2.82, -6.84], [-3.92, 2.83, -3.21], [-4.38, 5.46, -0.59], [0.71, -1.35, -0.07], [-1.63, 2.71, 1.44], [4.80, -5.11, 2.61], [-0.84, 2.55, 3.85], [-0.57, 5.29, 5.34], [-4.59, 2.62, -1.85], [1.02, -4.13, 2.41], [2.51, 0.82, -5.78], [-6.15, 3.31, -0.56], [5.14, -10.13, 4.83], [-0.37, -2.95, 3.53], [2.75, 0.47, -6.76], [6.36, -9.21, 3.94], [-1.08, -2.38, -0.65], [0.06, 2.65, 4.47], [2.17, 2.60, -3.81], [3.65, 2.53, -5.52], [3.95, -4.94, 1.94], [6.46, -9.34, 5.69], [-1.53, -3.56, 1.44], [-4.32, 2.70, -5.34], [-5.09, 5.31, -2.62], [-5.25, 1.55, -4.36], [0.40, -5.03, 2.37], [-2.50, 3.33, 1.68], [0.81, -2.00, 2.65], [0.24, -3.44, -0.24], [5.52, -4.31, 2.45], [-0.30, 0.08, 1.22], [4.38, -8.04, 5.97], [-1.67, 5.25, 3.49], [-2.67, 5.32, 4.92], [6.30, -6.60, 3.00], [0.79, 0.81, 0.05], [1.57, -1.49, 0.59], [3.25, -6.94, 4.15], [-2.91, 3.13, 3.94], [5.56, -7.11, 5.08], [3.18, 0.41, -5.06], [-0.78, 0.18, -0.47], [-1.32, 2.97, 0.42], [-0.48, 6.37, 5.36], [-0.02, 3.49, -2.63], [-3.42, 4.97, -0.75], [3.64, -7.50, 1.80], [0.48, 0.14, -6.26], [1.71, -4.24, 3.25], [-2.14, 2.99, 5.50], [-1.49, -1.83, 1.70], [-0.66, 4.94, 6.37], [-3.51, 3.84, -3.28], [-6.34, 5.60, -1.44], [-4.21, 6.54, -0.64], [-6.58, 3.34, -2.25], [0.37, 2.34, 2.10], [4.45, -5.02, 3.64], [1.11, -1.35, -1.09], [-1.95, 1.67, 1.44], [5.83, -6.48, 1.32], [-4.72, 5.23, 0.42], [0.37, 4.90, 4.94], [-3.83, 2.72, -1.07], [-1.10, 1.49, 3.88], [-1.05, 3.30, -4.83], [-4.94, 1.58, -1.79], [-1.25, 0.02, -3.78], [-1.63, 1.72, -5.19], [1.09, -0.21, -4.67], [1.62, -4.10, 1.50], [-5.69, 3.26, -4.40], [-0.17, 3.98, 2.38], [3.21, -8.66, 3.90], [4.97, -8.56, 2.21], [-3.07, 2.14, -3.28], [1.50, 3.86, -4.76], [2.50, 2.77, -6.64]]}

{"formula": "C30H68F3N3O4P2SSi2", "method": "ωB97M-V/def2-TZVPD", "relative_energy_kj_mol": 1374.6, "symbols": ["S", "P", "P", "Si", "Si", "F", "F", "F", "O", "O", "O", "O", "N", "N", "N", "C", "C", "C", "C", "C", "C", "C", "C", "C", "C", "C", "C", "C", "C", "C", "C", "C", "C", "C", "C", "C", "C", "C", "C", "C", "C", "C", "C", "C", "C", "H", "H", "H", "H", "H", "H", "H", "H", "H", "H", "H", "H", "H", "H", "H", "H", "H", "H", "H", "H", "H", "H", "H", "H", "H", "H", "H", "H", "H", "H", "H", "H", "H", "H", "H", "H", "H", "H", "H", "H", "H", "H", "H", "H", "H", "H", "H", "H", "H", "H", "H", "H", "H", "H", "H", "H", "H", "H", "H", "H", "H", "H", "H", "H", "H", "H", "H", "H"], "positions_angstrom": [[-2.65, -4.20, -1.88], [-2.94, -2.42, -2.63], [-2.91, 0.76, -3.95], [4.79, -5.60, 2.24], [3.20, -3.03, 2.04], [-3.38, -3.60, 1.78], [-2.28, -3.51, 3.90], [-3.88, -1.80, 3.44], [-4.54, 0.19, -4.19], [-2.78, 2.49, -4.31], [-5.69, -1.24, -1.00], [-1.88, 0.03, -4.95], [4.72, -3.87, 2.06], [-2.69, -1.09, -0.08], [-4.24, 5.84, -0.14], [-5.65, 5.99, -0.66], [6.74, 0.97, 1.00], [6.61, -6.12, 2.20], [4.09, -6.18, 3.88], [-2.19, -1.01, -1.54], [0.90, 2.68, -1.21], [4.92, 2.34, -0.35], [8.15, 1.42, 1.76], [2.25, -3.21, 3.65], [-3.27, 0.29, 0.18], [-5.81, -0.79, 0.39], [-2.86, -2.66, 2.80], [4.31, 2.59, -1.88], [-1.63, -1.69, 2.29], [1.76, 3.24, -2.50], [2.09, -3.55, 0.63], [-2.81, 1.44, -0.94], [-0.66, 3.17, -1.17], [-4.77, 0.39, 0.85], [-1.52, 2.18, -0.19], [-1.47, -1.56, 0.66], [-2.22, 0.54, -2.18], [-6.09, 4.90, -1.81], [-5.25, 2.35, -1.89], [3.19, 3.80, -1.91], [-6.37, 3.39, -1.22], [6.50, 1.80, -0.39], [3.56, -1.18, 1.82], [3.92, -6.52, 0.86], [-3.79, 2.71, -1.23], [4.48, -5.59, 4.71], [6.67, 1.08, -1.31], [-1.04, -1.30, -1.59], [7.16, -5.64, 3.01], [8.15, 2.56, 2.09], [-5.26, 4.79, -2.65], [-5.30, 1.43, 0.73], [1.43, -2.49, 3.69], [1.37, 2.93, -0.17], [-4.02, 3.21, -0.17], [-5.69, -1.68, 1.15], [-5.69, 7.06, -1.19], [-6.37, 5.99, 0.27], [4.30, 1.55, 0.26], [1.09, 4.09, -3.01], [9.09, 1.15, 1.11], [-6.30, 3.29, -0.06], [-4.23, 5.62, 0.90], [2.90, -3.04, 4.51], [0.91, 1.49, -1.31], [2.64, -3.58, -0.32], [-3.12, 2.68, -5.23], [8.22, 0.79, 2.77], [1.65, -4.53, 0.80], [5.22, 2.94, -2.53], [-0.72, 4.28, -0.72], [-3.64, 6.66, -0.36], [-2.16, -2.38, -3.87], [-0.57, -0.80, 0.48], [7.27, 2.70, -0.42], [3.49, 4.72, -2.58], [-6.92, -0.38, 0.52], [2.83, -6.45, 0.95], [-1.12, -2.59, 0.17], [-1.66, -0.61, 2.75], [-1.90, 2.79, 0.76], [4.18, -0.81, 2.64], [3.03, 4.21, -0.81], [1.93, 2.32, -3.25], [2.99, -6.12, 3.89], [-2.60, 0.64, 1.11], [5.87, 1.19, 1.78], [-4.31, -2.15, -3.03], [-0.62, -2.18, 2.69], [-4.94, -0.08, -3.30], [1.81, -4.21, 3.74], [-3.32, 3.57, -1.88], [-5.25, 2.58, -3.05], [-1.13, 3.16, -2.25], [-4.61, 0.24, 2.02], [3.83, 1.60, -2.31], [7.07, -5.84, 1.25], [-6.45, -1.87, -1.22], [-1.05, 0.69, -2.37], [-7.43, 3.00, -1.58], [4.36, -7.23, 4.06], [6.69, -7.20, 2.32], [6.78, -0.19, 0.84], [4.21, -6.12, -0.12], [-5.65, 1.28, -1.67], [-3.32, -1.92, -0.14], [4.09, -1.00, 0.88], [4.99, 3.39, 0.22], [1.26, -2.84, 0.51], [-7.09, 5.28, -2.28], [4.18, -7.58, 0.88], [2.63, -0.61, 1.81], [-0.75, 1.35, 0.20]]}